## P
# C5H14

A 2-piece molecular cluster, C5H14 overall (ωB97M-V/def2-TZVPD, the OMol25 dataset).

As for the expectation value of S²: 0.750. As for the charge: -1. As for the spin multiplicity: 2. The highest occupied orbital energy (spin up / spin down) comes out at 1.502 / -8.032 eV. The value obtained for the orbital gap (spin up / spin down) is 0.10033 / 0.44973 Ha. Its lowest unoccupied orbital energy (spin up / spin down) is 4.2 / 4.2 eV.

```
19
C5H14, DFT ωB97M-V/def2-TZVPD
C 0.07254 -1.10235 2.50767
C -0.19301 0.35922 2.88265
C 1.02183 -1.24593 1.31754
H -0.87158 -1.59256 2.27126
H 0.52210 -1.58175 3.37645
H -0.51320 0.52009 3.92034
H 0.72789 0.95012 2.77932
H 1.58126 -2.18704 1.35807
H 1.86228 -0.54712 1.40493
H -0.92739 0.84017 2.23887
H 0.53127 -1.09069 0.36312
C -0.02024 1.42781 -3.20129
C -0.94587 0.24843 -2.90274
H -0.08897 1.71981 -4.25374
H -0.17495 2.28053 -2.53729
H 1.01860 1.12079 -3.02160
H -0.79659 -0.55172 -3.63260
H -1.99154 0.54141 -2.99306
H -0.81444 -0.10922 -1.87789
```

***

## Q
# C5H14

A 2-piece molecular cluster, C5H14 overall (ωB97M-V/def2-TZVPD, the OMol25 dataset).

As for the expectation value of S²: 0.750. As for the charge: -1. As for the spin multiplicity: 2. The highest occupied orbital energy (spin up / spin down) comes out at 1.548 / -7.622 eV. The value obtained for the orbital gap (spin up / spin down) is 0.09451 / 0.43774 Ha. Its lowest unoccupied orbital energy (spin up / spin down) is 4.1 / 4.3 eV.

```
19
C5H14, DFT ωB97M-V/def2-TZVPD
C -0.27097 -1.60471 -0.19327
C -0.76219 -2.95946 0.25749
C 0.19561 -0.84662 1.04706
H 0.65051 -1.85311 -0.79796
H -0.91456 -1.10215 -0.83435
H -0.04282 -3.84760 0.19941
H 1.18216 -0.98783 1.30690
H -1.70334 -3.11236 -0.40022
H -1.17636 -2.86897 1.24700
H 0.21383 0.22890 0.91991
H -0.38866 -1.14597 1.78014
C 0.58077 2.22044 -1.15788
C 0.21845 3.03006 0.08921
H 1.37070 2.57099 -1.88596
H 0.68719 1.10535 -0.94020
H -0.23340 2.35222 -1.96353
H 0.99549 3.69414 0.24924
H -0.73748 3.60884 -0.11211
H 0.32672 2.31927 0.97607
```

***

## R
# C5H14

A 2-piece molecular cluster, C5H14 overall (ωB97M-V/def2-TZVPD, the OMol25 dataset).

As for the expectation value of S²: 0.750. As for the charge: -1. As for the spin multiplicity: 2. The highest occupied orbital energy (spin up / spin down) comes out at 1.571 / -7.947 eV. The value obtained for the orbital gap (spin up / spin down) is 0.09551 / 0.45405 Ha. Its lowest unoccupied orbital energy (spin up / spin down) is 4.2 / 4.4 eV.

```
19
C5H14, DFT ωB97M-V/def2-TZVPD
C 2.97528 0.38881 -0.54091
C 1.79803 0.45863 0.46581
H 3.10322 -0.62582 -0.88103
H 2.82810 1.09973 -1.34891
H 3.89750 0.71640 -0.05744
H 2.15806 0.34675 1.48342
H 1.29758 1.43235 0.37493
H 1.09811 -0.34596 0.23488
C -1.90025 0.02806 0.52573
C -1.64933 0.63201 -0.88546
C -1.71995 -1.50170 0.59822
H -1.15297 0.45302 1.18534
H -2.90983 0.32851 0.78047
H -1.69938 -0.12888 -1.67409
H -0.67542 1.09992 -0.98389
H -1.29615 -1.90491 -0.32028
H -1.02570 -1.78310 1.38314
H -2.46721 1.31083 -1.13838
H -2.65970 -2.00465 0.79847
```

***

## S
# C5H14

A 2-piece molecular cluster, C5H14 overall (ωB97M-V/def2-TZVPD, the OMol25 dataset).

As for the expectation value of S²: 0.750. As for the charge: -1. As for the spin multiplicity: 2. The highest occupied orbital energy (spin up / spin down) comes out at 1.564 / -7.632 eV. The value obtained for the orbital gap (spin up / spin down) is 0.09741 / 0.43742 Ha. Its lowest unoccupied orbital energy (spin up / spin down) is 4.2 / 4.3 eV.

```
19
C5H14, DFT ωB97M-V/def2-TZVPD
C -1.45278 -0.18103 -1.28605
C -0.30038 -1.20598 -1.39837
C -2.24861 -0.30376 0.03025
H -1.03487 0.81154 -1.38085
H -2.13472 -0.32760 -2.11889
H -0.57927 -1.98540 -2.11073
H -1.57765 -0.46978 0.86689
H -2.87323 0.58133 0.19721
H -0.00897 -1.65349 -0.45381
H 0.53090 -0.74804 -1.94911
H -2.93800 -1.14167 -0.10220
C 1.25375 0.89045 0.86179
C 2.58103 0.76568 1.61052
H 0.53322 1.59577 1.27744
H 1.33094 1.13253 -0.19932
H 0.81412 -0.09677 0.79615
H 2.77125 -0.22181 2.01281
H 2.81954 1.48233 2.40255
H 3.39067 0.91550 0.87900
```

***

P ends up most stable, edging out the next structure by 29.9 kJ/mol.

***

## P
# C6H14

One molecule with the formula C6H14 (ωB97M-V/def2-TZVPD, the OMol25 dataset).

Its structure (SMILES) is CCCC(C)C. The highest occupied orbital energy comes out at -10.837 eV. The value obtained for the orbital gap is 0.44331 Ha. Its lowest unoccupied orbital energy is 1.2 eV.

```
20
C6H14, DFT ωB97M-V/def2-TZVPD
C 2.77951 0.29980 -0.23263
C 1.40253 -0.37559 -0.26804
C 0.26852 0.44356 0.33454
C -1.06281 -0.31079 0.32351
C -2.15812 0.52686 0.97431
C -1.48055 -0.72982 -1.08789
H 2.78947 1.27118 0.27873
H 3.01463 0.47036 -1.27995
H 3.57769 -0.31720 0.19842
H 1.15815 -0.52107 -1.32661
H 1.43100 -1.38216 0.16872
H 0.17051 1.37706 -0.24295
H 0.50847 0.74729 1.36395
H -0.91991 -1.22351 0.92200
H -3.10613 -0.02001 1.01067
H -1.88589 0.81130 1.99675
H -2.32186 1.44847 0.40212
H -2.44792 -1.24271 -1.06820
H -1.57799 0.15070 -1.73681
H -0.75921 -1.40803 -1.55419
```

***

## Q
# C6H14

A 2-piece molecular cluster, C6H14 overall (ωB97M-V/def2-TZVPD, the OMol25 dataset).

Its structure (SMILES) is C=CC.CCC. The highest occupied orbital energy comes out at -9.486 eV. The value obtained for the orbital gap is 0.38674 Ha. Its lowest unoccupied orbital energy is 1.0 eV.

```
20
C6H14, DFT ωB97M-V/def2-TZVPD
C -0.84856 1.87187 -3.14221
C -1.61730 0.79170 -3.19112
C -3.02536 0.66553 -2.66733
H 0.06398 1.87302 -3.72393
H -1.04569 2.66684 -2.43299
H -1.23341 -0.10170 -3.66909
H -3.45163 -0.27520 -3.00764
H -3.62885 1.51885 -2.96939
H -3.01602 0.55805 -1.58028
C 1.36775 -0.16612 1.83853
C 1.29102 -1.36042 2.78078
C 2.52420 -1.60655 3.63340
H 2.39171 0.03483 1.53113
H 0.84464 -0.35706 0.89919
H 0.90673 0.76907 2.14372
H 0.42427 -1.19909 3.42244
H 1.05524 -2.27398 2.23591
H 3.47096 -1.34493 3.15863
H 2.60271 -2.65097 3.92910
H 2.53010 -1.01446 4.55301
```

***

P ends up most stable, edging out the next structure by 128.9 kJ/mol.

***

## P
# C6H14

One molecule with the formula C6H14 (ωB97M-V/def2-TZVPD, the OMol25 dataset).

Its structure (SMILES) is CCCC(C)C. The highest occupied orbital energy comes out at -10.381 eV. The value obtained for the orbital gap is 0.42401 Ha. Its lowest unoccupied orbital energy is 1.2 eV.

```
20
C6H14, DFT ωB97M-V/def2-TZVPD
C 1.22150 1.26736 -1.24645
C -0.22997 1.33354 -1.00659
C -0.43378 0.87866 0.39467
C 0.04098 -0.56984 0.60227
C -0.42065 -1.18457 1.84446
C -0.22936 -1.56184 -0.54386
H 1.62951 0.33810 -0.83056
H 1.46618 1.18707 -2.33967
H 1.85297 2.11995 -0.87214
H -0.81336 0.64854 -1.74853
H -0.57538 2.41414 -1.22088
H -1.52690 0.92908 0.81280
H 0.16633 1.68300 1.02971
H 1.17277 -0.66247 0.72097
H -1.45223 -0.99054 1.87167
H -0.10986 -0.91339 2.89684
H -0.52641 -2.25554 1.83444
H 0.26387 -1.48291 -1.48513
H 0.07502 -2.52318 -0.10698
H -1.31483 -1.47167 -0.82954
```

***

## Q
# C6H14

C6H14 as an isolated structure (ωB97M-V/def2-TZVPD, the OMol25 dataset).

The highest occupied orbital energy comes out at -8.735 eV. The value obtained for the orbital gap is 0.36596 Ha. Its lowest unoccupied orbital energy is 1.2 eV.

```
20
C6H14, DFT ωB97M-V/def2-TZVPD
C 2.84286 0.28841 0.29974
C 1.63378 -0.27790 0.23169
C 0.33594 0.47845 0.40287
C -0.98597 -0.31010 0.34814
C -2.09182 0.51829 1.01044
C -1.42299 -0.72910 -1.05873
H 2.94943 1.37300 0.31161
H 1.98039 -0.06041 -1.42892
H 3.74828 -0.30616 0.22394
H 1.35445 -0.31207 -1.82658
H 1.54378 -1.35914 0.09878
H 0.26812 1.36412 -0.24925
H 0.45978 0.85302 1.42233
H -0.84706 -1.22300 0.94554
H -3.03707 -0.03501 1.04294
H -1.82421 0.79189 2.03728
H -2.27193 1.44677 0.45278
H -2.39056 -1.24707 -1.01931
H -1.54372 0.14637 -1.70920
H -0.70147 -1.40038 -1.53610
```

***

P ends up most stable, edging out the next structure by 130.7 kJ/mol.